Entry 1:
C21H22N2O5 in the gas phase. Source: the OMol25 dataset; level of theory: the ωB97M-V functional and the def2-TZVPD basis.

The geometry in ORCA input format:
```
! wB97M-V def2-TZVPD RIJCOSX def2/J DEFGRID3
* xyz 0 1
O 0.94686 -2.21483 0.29650
O -0.89402 2.46098 -1.72600
O -5.94329 -0.41796 0.85315
O 3.26190 0.92495 -1.98652
O -5.02127 -0.62515 -1.88037
N 0.18840 1.21078 -0.19742
N 2.05992 -0.66136 -0.90801
C -2.22854 1.06256 -0.34655
C -2.63098 1.20193 0.97441
C -0.94316 1.63403 -0.83895
C 1.46961 1.71212 -0.62180
C 5.88250 1.34533 1.10442
C 4.67595 -0.96889 0.13485
C 2.35225 0.65214 -1.24677
C 4.82036 0.77875 1.78716
C -3.08951 0.46004 -1.25021
C -6.36445 -0.26591 2.18598
C 2.91642 -1.70786 -1.46222
C 1.10768 -1.05510 0.00551
C 5.74605 -0.39615 -0.53924
C -6.35231 -1.06342 -1.71931
C 4.22184 -0.37157 1.30379
C -4.32936 -0.04261 -0.86742
C 6.34679 0.75212 -0.05720
C -4.72571 0.08750 0.47993
C 0.28864 0.05580 0.64709
C -3.86626 0.72201 1.36996
C 3.96004 -2.16294 -0.43047
H 7.17599 1.18999 -0.59235
H -0.69781 -0.34750 0.88030
H -7.00925 -0.25148 -1.40111
H 3.40703 -1.28193 -2.33798
H -1.99795 1.70186 1.69164
H 3.39577 -0.81772 1.84246
H 2.28247 -2.54781 -1.75175
H 4.66056 -2.83427 -0.92829
H -6.42502 -1.88854 -1.00821
H 6.34763 2.24558 1.47785
H 2.01652 2.13661 0.23182
H -6.65544 -1.40809 -2.70788
H -4.15873 0.84658 2.39989
H 0.78374 0.32572 1.59209
H 1.30342 2.50459 -1.35757
H 3.45373 -2.71180 0.36486
H -2.80926 0.36519 -2.28707
H -7.35039 -0.72649 2.23042
H 6.10492 -0.84981 -1.45123
H -5.69510 -0.78035 2.88290
H 4.45719 1.23346 2.69819
H -6.44641 0.78889 2.46671
*
```

Energy above the lowest of the compared OMol25 structures with the same formula, charge and spin (kcal per mole): 45.26
HOMO level (eV): -8.4135
Kohn-Sham gap (Ha): 0.33002
SMILES: COc1ccc(C(=O)N2CC(=O)N(CCc3ccccc3)C(=O)C2)cc1OC
Calculated total energy (eV): -35352.1440

***

Entry 2:
C21H22N2O6 in the gas phase. Source: the OMol25 dataset; level of theory: the ωB97M-V functional and the def2-TZVPD basis.

The geometry in ORCA input format:
```
! wB97M-V def2-TZVPD RIJCOSX def2/J DEFGRID3
* xyz 0 1
O 6.13231 -0.00019 0.68487
O 6.03843 -0.27204 -1.54638
O -2.23799 1.76546 1.77234
O -7.83166 -1.17772 0.18676
O 4.70601 -2.21113 0.14204
O -1.84441 2.79699 -1.00231
N 0.14753 2.26981 -0.06882
N -2.43537 0.14505 0.15916
C 0.51271 0.15950 1.04212
C -1.77849 1.08401 0.88496
C 4.74514 0.04364 0.77449
C -4.69478 0.39103 1.08513
C 4.00746 -3.37156 -0.23797
C 0.02760 4.26056 -1.40694
C 6.67024 -0.23895 -0.52726
C -5.60808 -1.44695 -0.79015
C -0.29176 1.13124 0.59061
C -8.36876 -2.08815 -0.73957
C 1.97421 0.14099 0.96597
C 3.99489 -1.10791 0.48288
C 2.74323 1.25567 1.28942
C 8.15642 -0.43439 -0.40805
C -0.67860 3.05991 -0.82518
C -3.80152 -0.16520 0.17206
C 4.12218 1.20422 1.18644
C -4.27361 -1.08198 -0.75908
C 2.61377 -1.03908 0.58416
C -6.02338 0.02959 1.05451
C -6.49902 -0.89253 0.12111
H 4.72896 2.06286 1.42852
H 0.39027 4.89800 -0.60331
H 2.00735 -1.90208 0.35846
H 3.36771 -3.18503 -1.10551
H 1.14415 2.43797 -0.08329
H -4.34102 1.10913 1.80476
H 2.27154 2.14941 1.66900
H -1.91341 -0.29394 -0.58689
H -8.24619 -1.73555 -1.76909
H 3.40501 -3.76447 0.58747
H 0.04908 -0.70626 1.49350
H -3.59180 -1.51805 -1.47651
H -9.43061 -2.15393 -0.50718
H 0.87420 3.94595 -2.01379
H 8.34167 -1.46151 -0.09930
H 8.56267 0.23089 0.34803
H -0.66871 4.82266 -2.02183
H 4.77205 -4.09910 -0.50470
H -6.72482 0.45546 1.75392
H -5.93524 -2.16037 -1.53003
H 8.62839 -0.26150 -1.37026
H -7.91597 -3.08043 -0.63929
*
```

Energy above the lowest of the compared OMol25 structures with the same formula, charge and spin (kcal per mole): 42.88
HOMO level (eV): -7.7861
Kohn-Sham gap (Ha): 0.30576
SMILES: COc1ccc(NC(=O)/C(=C/c2ccc(OC(C)=O)c(OC)c2)NC(C)=O)cc1
Calculated total energy (eV): -37399.3557

***

Entry 3:
C21H22N4O4S2 in the gas phase. Source: the OMol25 dataset; level of theory: the ωB97M-V functional and the def2-TZVPD basis.

The geometry in ORCA input format:
```
! wB97M-V def2-TZVPD RIJCOSX def2/J DEFGRID3
* xyz 0 1
S 0.06803 -0.56984 1.46385
S -0.59750 0.20419 -3.25456
O -0.92705 0.03642 5.22364
O -0.18382 0.84565 1.43304
O -4.79242 -0.92107 -2.21530
O 1.42574 -1.02261 1.46103
N -0.66512 2.70822 -3.76562
N -0.71112 -1.32187 2.74622
N -1.91676 2.39380 -3.46638
N -3.31039 0.63476 -2.86316
C 2.30609 1.31675 -2.67285
C -2.53320 -1.26281 -1.55155
C 2.67956 2.43075 0.92513
C -2.27514 -2.59462 -1.85561
C -1.95580 -0.69650 3.15067
C -1.26780 -3.28064 -1.19566
C 3.49768 -0.37980 -1.46957
C -0.53562 -2.64953 -0.20418
C -1.69826 0.46144 4.12091
C 1.62500 1.81874 -3.92505
C -0.82200 -1.33572 0.11541
C 0.12045 -1.68573 3.87868
C 2.24031 2.07345 -1.51165
C 2.93217 0.07974 -2.64656
C 0.31548 -0.48527 4.80723
C 2.80084 1.62004 -0.32565
C 0.16049 1.73246 -3.71883
C 3.43497 0.38369 -0.31902
C -3.64671 -0.53848 -2.23428
C -1.80498 -0.63112 -0.54541
C -2.07781 1.15250 -3.15625
H 3.46963 2.18261 1.62939
H 1.91627 1.20840 -4.78289
H 0.84451 -0.77402 5.71679
H 1.87769 2.86125 -4.12486
H -2.46045 -0.33747 2.25413
H 2.97996 -0.52151 -3.54373
H -4.09081 1.20129 -3.18113
H 3.86604 0.01122 0.59694
H 1.07626 -2.02585 3.48299
H 0.88980 0.28686 4.27253
H -2.86116 -3.08111 -2.62054
H -1.98378 0.39960 -0.27654
H 2.71101 3.49622 0.70748
H 0.25778 -3.14953 0.32712
H -1.17819 1.26573 3.58228
H -1.05997 -4.30775 -1.45266
H 1.73663 3.03011 -1.53402
H 1.72031 2.20409 1.39122
H 3.98832 -1.34178 -1.45130
H -2.63578 0.83804 4.53296
H -2.57183 -1.46225 3.63297
H -0.37757 -2.50117 4.41218
*
```

Energy above the lowest of the compared OMol25 structures with the same formula, charge and spin (kcal per mole): 37.42
HOMO level (eV): -8.9013
Kohn-Sham gap (Ha): 0.32706
SMILES: Cc1cccc(Cc2nnc(NC(=O)c3cccc(S(=O)(=O)N4CCOCC4)c3)s2)c1
Calculated total energy (eV): -57954.3801

***

Entry 4:
A molecular structure, C21H22N4O6OsS. Source: the OMol25 dataset; level of theory: the ωB97M-V functional and the def2-TZVPD basis.

The geometry in ORCA input format:
```
! wB97M-V def2-TZVPD RIJCOSX def2/J DEFGRID3
* xyz 0 1
Os -0.29846 0.42536 0.23373
S -1.48656 0.61646 -2.36227
O 0.57174 2.50266 0.32363
O -0.13456 0.99216 -1.88267
O 1.50024 -0.48454 0.82673
O -2.42846 1.87596 -1.98987
O -1.56056 0.49346 -3.77797
O -2.01496 -0.49784 -1.59867
N 1.47954 -1.46194 -2.00387
N -1.03966 -0.28094 2.01843
N 0.43914 -1.64194 -1.18807
N -1.97036 1.38676 0.30113
C 1.76444 -2.57504 -2.70947
C -1.36436 3.56266 -0.64977
C 1.77374 -1.21844 1.83653
C 2.88874 -2.65424 -3.67917
C -2.41536 0.14206 2.27153
C 2.61414 -2.67264 4.11153
C -1.88206 4.74856 -1.14297
C 0.03564 -2.88874 -1.35487
C 1.41604 -2.00494 4.13023
C 0.85114 -3.52764 -2.30417
C -3.01956 0.66276 0.96283
C -1.12876 -3.42184 -0.60487
C 0.93604 -1.31224 3.00203
C -2.31176 2.37666 -0.64387
C 2.98324 -1.96364 1.84613
C 3.38894 -2.66984 2.94563
C -1.12006 5.90146 -1.23947
C 0.76244 4.70206 -0.38117
C 0.21564 5.86626 -0.85607
C -0.37066 -0.75724 3.03423
C 0.00024 3.50396 -0.23167
H -1.22356 -4.49524 -0.74607
H -3.88676 1.30566 1.16203
H -2.40236 0.95966 3.00473
H -3.00726 -0.68844 2.67073
H 2.95074 -3.65874 -4.08987
H 3.57924 -1.92794 0.94813
H 1.88444 -0.54134 -2.07817
H 4.32284 -3.21234 2.91943
H -1.55596 6.80806 -1.62787
H 2.74294 -1.95084 -4.49837
H 0.78424 -4.54264 -2.64217
H -0.87376 -0.79414 4.00313
H -3.33776 -0.17284 0.32143
H -2.91296 4.76126 -1.46917
H 0.80984 -2.00824 5.02573
H 1.79684 4.65866 -0.07667
H 2.95854 -3.20504 4.98463
H -1.01616 -3.19284 0.45323
H -3.32576 2.75526 -0.41637
H 3.83534 -2.41894 -3.19197
H -2.02516 -2.91844 -0.96357
H 0.82744 6.75376 -0.93627
*
```

Energy above the lowest of the compared OMol25 structures with the same formula, charge and spin (kcal per mole): 26.94
HOMO level (alpha / beta) (eV): -7.4872 / -7.4775
Kohn-Sham gap (alpha / beta) (Ha): 0.21997 / 0.20273
Calculated total energy (eV): -53679.8552